*i*
Entry from the Open Molecules 2025 dataset: 2 unconnected molecules or ions with the total composition C7H15N2 (ωB97M-V with the def2-TZVPD basis set).

```
24
Properties=species:S:1:pos:R:3:nbo_charge:R:1
C -1.636 -2.718 0.206 -0.4501
C -1.993 -0.296 -0.362 0.7280
C -1.962 1.998 0.496 -0.5838
C 2.879 -0.099 -0.741 -0.6959
C 1.386 -0.278 1.301 -0.6796
C -2.375 1.039 -0.631 -0.5504
C 1.493 -0.154 -0.182 0.3801
N -2.006 -1.414 -0.060 -0.2480
N 0.434 -0.084 -0.872 -0.7176
H -0.558 -2.832 0.073 0.2496
H -1.915 -2.963 1.231 0.2564
H -2.303 2.996 0.246 0.2448
H -0.884 2.014 0.602 0.2307
H -2.410 1.708 1.442 0.2249
H 3.241 0.929 -0.675 0.2518
H 3.557 -0.725 -0.169 0.2396
H 2.899 -0.396 -1.788 0.2325
H 1.822 -1.221 1.624 0.2411
H 0.352 -0.225 1.629 0.2139
H 1.957 0.519 1.774 0.2466
H -3.463 1.054 -0.763 0.2854
H -1.907 1.354 -1.567 0.2857
H -2.165 -3.384 -0.478 0.2584
H 0.579 0.004 -1.876 0.3562
```

Results
highest occupied orbital energy = -13.74 eV
frontier orbital gap = 10.90 eV
charge = +1

*ii*
Entry from the Open Molecules 2025 dataset: a gas-phase ion, C7H15N2 (charge +1) (ωB97M-V with the def2-TZVPD basis set).

```
24
Properties=species:S:1:pos:R:3:nbo_charge:R:1
C -1.922 0.802 -0.508 -0.4100
C -0.660 1.274 0.316 -0.4480
C -1.955 -0.671 -0.193 -0.2208
C 0.048 0.022 0.593 0.0004
C 1.078 -0.187 -0.834 0.2320
C 2.550 1.611 -0.117 -0.4298
C -0.669 -2.345 0.967 -0.4481
N 2.217 0.450 -0.895 -0.4315
N -0.933 -0.969 0.716 -0.4310
H -2.849 1.193 -0.074 0.2468
H -1.757 1.035 -1.605 0.2219
H -0.180 1.957 -0.323 0.2164
H -0.916 1.788 1.197 0.2434
H -2.977 -1.120 0.166 0.2260
H -1.738 -1.196 -1.116 0.1656
H 0.713 -0.048 1.462 0.2440
H 0.931 -0.973 -1.592 0.2236
H 3.470 1.460 0.418 0.2399
H 2.676 2.413 -0.775 0.2374
H 1.793 1.747 0.621 0.2298
H -1.488 -2.882 1.563 0.2383
H -0.609 -2.932 -0.031 0.1850
H 0.246 -2.685 1.660 0.2379
H 2.931 0.255 -1.617 0.4306
```

Results
highest occupied orbital energy = -12.44 eV
frontier orbital gap = 8.06 eV
charge = +1
SMILES string = C/[NH+]=C\[C@H]1CCCN1C

Q: Which of them is the least stable? A: *ii*.

*i*
Entry from the Open Molecules 2025 dataset: 2 unconnected molecules or ions with the total composition C4H10N2 (ωB97M-V with the def2-TZVPD basis set).

```
16
Properties=species:S:1:pos:R:3:nbo_charge:R:1
C -0.237 -1.547 -0.289 0.0900
C -1.644 -2.058 0.113 -0.7037
C -1.461 1.271 -0.802 -0.1550
C 2.620 1.416 0.759 -0.8645
N -0.593 0.706 -0.008 -0.2152
N 0.074 -0.337 -0.357 -0.2319
H 0.496 -2.273 -0.550 0.1834
H -2.068 -1.242 0.793 0.2353
H -1.671 -3.091 0.482 0.2321
H -2.344 -1.946 -0.871 0.2271
H -1.822 2.287 -0.570 0.1783
H 2.441 2.552 0.733 0.2078
H -1.955 0.960 -1.749 0.1667
H 3.269 1.158 -0.145 0.2100
H 1.664 0.886 0.680 0.2322
H 3.230 1.260 1.780 0.2073
```

Results
highest occupied orbital energy = -9.20 eV
frontier orbital gap = 10.12 eV
SMILES string = C=N/N=C\C.C

*ii*
Entry from the Open Molecules 2025 dataset: a single C4H10N2 molecule (ωB97M-V with the def2-TZVPD basis set).

```
16
Properties=species:S:1:pos:R:3:nbo_charge:R:1
C -0.194 -1.040 -2.232 -0.6514
C -1.205 -0.879 -1.075 -0.4020
C -0.733 0.282 -0.239 -0.2198
N 0.561 0.978 2.281 -0.8840
C 1.173 0.756 1.089 0.3620
N 0.683 0.005 0.256 -0.5279
H 0.694 -0.923 -1.528 0.2591
H -0.385 -0.363 -2.986 0.2006
H -0.115 -2.024 -2.668 0.2067
H -1.439 -1.657 -0.313 0.1997
H -2.074 -0.612 -1.536 0.1941
H -0.787 1.134 -0.870 0.1960
H -1.386 0.386 0.654 0.1597
H 0.825 0.294 3.026 0.3935
H -0.436 0.961 2.164 0.3642
H 2.150 1.210 1.039 0.1495
```

Results
highest occupied orbital energy = -8.17 eV
frontier orbital gap = 8.96 eV
SMILES string = CCC/N=C\N

*iii*
Entry from the Open Molecules 2025 dataset: 2 unconnected molecules or ions with the total composition C4H10N2 (ωB97M-V with the def2-TZVPD basis set).

```
16
Properties=species:S:1:pos:R:3:nbo_charge:R:1
C -3.453 0.272 -2.319 -0.5284
C -4.451 0.369 -1.443 0.0162
N -4.741 1.549 -0.744 -0.8206
H -2.839 1.136 -2.531 0.1923
H -3.314 -0.666 -2.834 0.2089
H -5.125 -0.426 -1.149 0.1890
H -4.356 2.383 -1.165 0.3680
H -5.690 1.705 -0.455 0.3746
C 4.259 -1.777 1.394 -0.4587
C 4.362 0.482 1.848 -0.0500
N 5.025 -0.567 1.648 -0.3873
H 3.810 -2.239 2.273 0.2041
H 4.939 -2.533 0.986 0.2023
H 3.502 -1.633 0.618 0.1896
H 4.809 1.457 2.026 0.1705
H 3.262 0.487 1.846 0.1296
```

Results
highest occupied orbital energy = -8.35 eV
frontier orbital gap = 9.53 eV
SMILES string = C=CN.C=NC

Q: Which of them is the least stable? A: *i*.